1.
Entry from OMol25: one molecule with the formula C5H3NO2 (ωB97M-V/def2-TZVPD).

The geometry in ORCA input format:
```
! RIJCOSX wB97M-V def2-TZVPD def2/J DEFGRID3
* xyz 0 1
O 0.24511 0.69893 1.39809
O 0.44393 -1.01381 -1.86882
N -2.78769 0.66461 -0.56783
C 1.61549 -0.68447 0.29876
C 1.42774 -0.07035 1.48973
C 0.54230 -0.31189 -0.58834
C -0.29283 0.45466 0.15073
C -1.64960 0.65952 -0.08655
H 2.39190 -1.33544 0.01572
H -0.20086 -0.39640 -2.38038
H 1.95199 -0.68620 2.51944
*
```

Kohn-Sham gap = 9.35 eV
HOMO energy = -9.42 eV

2.
Entry from OMol25: C42H45AsGeN2O3S4SbSeW as an isolated structure (ωB97M-V/def2-TZVPD).

The geometry in ORCA input format:
```
! RIJCOSX wB97M-V def2-TZVPD def2/J DEFGRID3
* xyz -1 1
W -0.12975 -0.00824 -0.50456
Sb 2.04397 0.31763 1.47333
Se -1.83008 -2.05371 -1.29285
As -3.31726 -2.38956 2.84361
Ge -1.97040 -5.01888 -2.45026
S -2.85124 -1.99423 4.85436
S -2.68126 -4.30890 2.24314
S -1.43817 -0.59341 1.55777
S -2.74758 0.06924 0.20925
O 0.55288 -0.89857 -2.26065
O 1.57966 0.71286 -0.60835
O -0.40289 1.76353 0.49023
N -0.84737 1.28828 -2.08205
N -1.65215 2.27558 -2.03480
C -1.02224 -3.29035 -2.58289
C 0.83367 -0.72259 -4.61655
C 0.56525 -0.01782 -5.77479
C 3.21130 4.30400 0.07622
C 0.79504 -2.62680 1.56348
C 1.11350 0.64392 6.33535
C 6.61162 -1.03056 2.69866
C 2.12142 1.36876 5.71082
C -3.15675 3.73737 -0.92376
C 1.63855 3.34639 2.14446
C 2.35483 2.44637 1.36682
C -3.00642 -1.32561 -2.65782
C -4.99290 4.76507 -2.11004
C -2.91572 4.07462 1.49203
C -1.04093 -5.95893 -1.01923
C 5.59431 -1.97138 2.61651
C -0.38359 0.94174 -3.37182
C -3.60782 4.33972 0.26248
C 3.13187 2.94138 0.32011
C 1.70255 4.71176 1.89525
C -1.40421 2.56490 0.37620
C 2.49078 5.19404 0.86232
C 0.37130 -0.23905 -3.38524
C -3.87170 -4.86882 -2.03679
C 4.06166 -0.26288 1.86858
C -1.85150 3.24947 1.55297
C -0.65502 1.64346 -4.53886
C 2.32580 1.23513 4.34658
C -5.44288 5.36552 -0.92550
C -0.17277 1.16656 -5.74474
C -1.79573 -5.93757 -4.17365
C -2.03146 2.82459 -0.87043
C 2.22067 -2.06083 -0.41617
C 4.32701 -1.58943 2.20354
C -4.75103 5.15712 0.24099
C 1.52471 0.38470 3.58085
C -3.87183 3.97110 -2.11279
C 6.35219 0.29231 2.37799
C 0.54278 -0.36125 4.22573
C 0.33263 -0.22637 5.59441
C 1.10691 -1.56117 0.51346
C 5.08139 0.67676 1.96639
H -1.35654 3.00855 2.48323
H 1.39032 -1.65082 -4.63334
H 7.60225 -1.32849 3.01857
H 2.60105 -1.29775 -1.08688
H -2.33465 -5.38348 -4.94424
H -6.33256 5.98156 -0.93221
H 2.53695 6.25751 0.66289
H -1.03319 -2.81421 -3.56196
H 7.13661 1.03499 2.45598
H 3.81890 4.66934 -0.74258
H -5.54262 4.91760 -3.03048
H 3.54066 -2.33203 2.16447
H 0.94284 0.75541 7.39920
H 1.25112 -2.41066 2.53312
H 1.02071 2.98586 2.95729
H 0.01116 -3.43665 -2.27203
H -2.22225 -6.94035 -4.11489
H -1.24731 2.54651 -4.48606
H -0.75204 -6.02405 -4.47816
H -1.05682 -5.32403 -0.12915
H -0.26994 -2.77589 1.74712
H -0.00615 -6.16573 -1.29693
H -3.61803 -2.14903 -3.02421
H -0.36906 1.71025 -6.65915
H 4.89185 1.71708 1.73694
H 1.11993 5.39500 2.50123
H 3.12499 1.80100 3.88112
H 1.19206 -3.59013 1.22991
H -0.09527 -1.05763 3.70006
H -5.08624 5.60665 1.16841
H -4.07336 -4.04460 -1.35261
H 5.78302 -3.00323 2.88456
H 3.66628 2.25714 -0.32805
H -1.53703 -6.89255 -0.75316
H -3.63073 -0.56077 -2.20807
H 0.93721 -0.39295 -6.72057
H -4.47024 -4.75273 -2.94173
H 3.06101 -2.49568 0.12924
H 2.74473 2.04562 6.28303
H -0.46081 -0.80455 6.05085
H -2.41398 -0.90821 -3.47089
H -3.53233 3.49862 -3.02377
H -3.29349 4.53219 2.39948
H 1.79201 -2.85655 -1.03508
H -4.17666 -5.78511 -1.52984
*
```

Kohn-Sham gap = 4.48 eV
HOMO energy = -3.93 eV

3.
Entry from OMol25: C5H5NO as an isolated structure (ωB97M-V/def2-TZVPD).

The geometry in ORCA input format:
```
! RIJCOSX wB97M-V def2-TZVPD def2/J DEFGRID3
* xyz 0 1
O 0.08266 -0.25716 1.47946
N 2.92893 1.12790 -0.23591
C -0.16997 -0.36472 -0.62839
C 0.96404 -0.49259 0.36803
C -1.04532 -0.29641 0.59086
C -0.97774 0.87340 -0.31791
C 2.06918 0.45240 0.14086
H -0.22403 -0.89867 -1.56756
H -1.92108 -0.85861 0.89726
H -0.51000 1.78614 0.04643
H -1.82076 1.01272 -0.98882
H 1.37511 -1.50504 0.43939
*
```

Kohn-Sham gap = 11.10 eV
HOMO energy = -10.24 eV

4.
Entry from OMol25: one molecule with the formula C18H21N3O3 (ωB97M-V/def2-TZVPD).

The geometry in ORCA input format:
```
! RIJCOSX wB97M-V def2-TZVPD def2/J DEFGRID3
* xyz 0 1
O -3.16050 2.43673 -0.44869
O -1.72510 0.00112 1.67062
O -0.23721 2.47622 1.84023
N -1.40679 0.93967 -2.36365
N -1.68963 0.95867 -5.32426
N -1.55472 0.87536 -0.98058
C 1.30758 -3.95516 2.43802
C -1.63239 2.04696 -3.03315
C -2.13774 3.10482 -5.28224
C 2.23281 -2.70856 2.32029
C -2.33538 1.25150 1.36908
C 3.20845 -2.77929 3.53518
C -0.37170 0.03981 1.89816
C 3.02379 -2.79793 1.00743
C -2.01853 1.31097 -6.64407
C 0.34658 1.22392 1.91839
C 1.71783 1.11340 2.10128
C -1.64921 2.43642 2.11670
C 1.60400 -1.32280 2.28487
C -2.40346 1.57146 -0.09891
C 0.20959 -1.20504 2.15969
C 2.36151 -0.07244 2.28490
C -1.79123 2.04436 -4.48004
C -2.25533 2.63610 -6.64304
H -0.99266 0.19600 -0.48043
H 2.38168 -2.53581 0.15098
H 3.41569 -0.10095 2.40023
H 4.05087 -2.05859 3.43362
H -2.35910 4.13343 -4.99092
H 3.61246 -3.77786 3.65050
H -1.79228 2.29978 3.19418
H -2.45913 3.26347 -7.49973
H -1.80142 2.97250 -2.50241
H -1.26084 0.06580 -5.02708
H 3.88026 -2.13402 1.03640
H 0.74621 -3.94160 3.38245
H -3.40408 1.18131 1.69637
H -2.03436 0.62282 -7.48987
H 3.37756 -3.80043 0.80330
H 0.65833 -4.03216 1.59216
H -0.45202 -2.05866 2.18579
H -2.09905 3.41968 1.81056
H 1.94312 -4.86646 2.47426
H 2.32245 2.01615 2.10948
H 2.62311 -2.49066 4.42394
*
```

Kohn-Sham gap = 8.61 eV
HOMO energy = -8.04 eV

5.
Entry from OMol25: C4H4O4 as an isolated structure (ωB97M-V/def2-TZVPD).

The geometry in ORCA input format:
```
! RIJCOSX wB97M-V def2-TZVPD def2/J DEFGRID3
* xyz 0 1
O 0.92279 1.37937 1.36210
O -1.00615 -0.67936 0.49343
O 0.64473 -0.54720 -0.99434
O -0.21233 0.57817 -2.56901
C 1.28908 0.08093 1.28486
C -0.30490 0.29365 -1.44840
C -1.24850 0.44419 -0.28994
C 0.39115 -0.83468 0.33864
H 2.30743 -0.55327 1.87714
H -2.23830 0.30859 -0.74443
H -1.28695 1.36587 0.20660
H 0.74195 -1.83625 0.48336
*
```

Kohn-Sham gap = 9.73 eV
HOMO energy = -10.43 eV

6.
Entry from OMol25: C15H25NO3 as an isolated structure (ωB97M-V/def2-TZVPD).

The geometry in ORCA input format:
```
! RIJCOSX wB97M-V def2-TZVPD def2/J DEFGRID3
* xyz 0 1
O 0.60988 2.91735 0.25656
O 6.19934 -1.34952 -0.22721
O 1.00720 0.59556 0.70452
N -3.00348 -1.22025 -0.19185
C 5.75913 0.16806 -0.58442
C -0.91979 -2.52294 0.27499
C 3.15834 0.12997 -0.71742
C -1.61621 1.98610 0.08500
C -4.16374 -2.17607 -0.08794
C -2.32934 1.16005 -0.53049
C -3.26001 0.25293 -0.76893
C 4.28352 -0.06049 -0.63995
C -5.04692 -1.76529 0.78645
C 1.33900 1.97719 0.95070
C 5.78245 -1.69334 0.90708
C -1.04560 4.33592 -0.23970
C -1.71649 -1.86948 -0.98186
C 1.61986 0.34778 -0.96929
C -0.61046 2.92125 0.43958
H -1.43201 -3.22494 0.57375
H 6.05485 0.62625 0.23510
H -0.48918 -1.89095 0.99968
H -4.73239 -1.90601 -1.31270
H -5.84719 -2.36103 0.96547
H -0.04361 -3.00938 -0.30311
H -3.47746 0.21160 -1.67408
H -5.48302 -0.86978 0.80225
H -0.38051 5.23183 0.13772
H -4.52149 -1.76570 1.74640
H -4.18016 0.39202 -0.26553
H -3.65871 -3.24423 -0.26626
H -1.20919 -0.90068 -1.11335
H -0.87197 3.33346 1.57566
H -0.78006 4.37534 -1.45748
H 1.00678 1.98747 1.96123
H 1.23961 -0.80609 -1.11628
H 4.64873 -1.85900 0.92598
H 1.34161 1.09064 -1.46487
H 6.21183 -1.14979 1.79058
H 6.09167 0.25059 -1.39913
H -2.02008 -2.44205 -1.69588
H 2.42310 2.08914 1.07966
H -2.08748 4.64739 -0.19770
H 6.14967 -2.94086 1.00706
*
```

Kohn-Sham gap = 8.70 eV
HOMO energy = -8.00 eV

7.
Entry from OMol25: an isolated ion of composition C4H9N2O and charge +1 (ωB97M-V/def2-TZVPD).

The geometry in ORCA input format:
```
! RIJCOSX wB97M-V def2-TZVPD def2/J DEFGRID3
* xyz 1 1
O -2.94048 -0.41104 0.01956
N -2.23037 0.49158 0.24767
N 0.54277 0.69319 -1.21798
C 0.22578 -0.00792 -0.07164
C 1.17351 0.28962 1.10401
C -1.11827 1.02008 0.19934
C -0.04282 -1.46537 -0.23469
H 1.11865 -0.44698 1.99642
H 0.31692 0.47409 -2.19395
H -0.52385 -1.96104 0.67625
H -0.99429 1.99499 -0.01095
H 2.17599 0.14045 0.56171
H 0.85404 -1.84964 -0.51188
H -0.83953 -1.78367 -1.03553
H 1.15455 1.29645 1.53873
H 1.12740 1.52521 -1.06708
*
```

Kohn-Sham gap (alpha / beta) = 8.02 / 8.01 eV
HOMO energy (alpha / beta) = -14.63 / -14.62 eV

8.
Entry from OMol25: a 18-piece molecular cluster, BH40O19PS overall (ωB97M-V/def2-TZVPD).

The geometry in ORCA input format:
```
! RIJCOSX wB97M-V def2-TZVPD def2/J DEFGRID3
* xyz 0 1
S 2.44628 0.05004 1.63243
P 0.94858 -0.45121 0.06672
O -0.51961 -2.22671 -1.81319
O 4.20403 -2.94782 -0.02406
O -2.82934 2.64790 -2.51958
O 5.33781 -3.54306 6.07002
O 0.27393 1.94126 3.78683
O -4.19827 4.10082 -6.82427
O 4.59734 -1.48309 3.66722
O -2.23604 1.56461 5.62853
O 0.34413 2.56124 -1.89887
O 1.38779 3.50414 -4.53375
O 4.97370 -4.44571 2.97061
O -7.49624 3.63534 -4.78551
O -4.54673 -6.54731 -0.56952
O -1.42008 -0.00777 -1.52350
O -3.32047 -4.44661 -2.49272
O 5.24516 2.38714 2.46673
O -4.77856 4.79780 -3.80041
O 3.30954 1.45837 4.68176
O -1.48609 -4.26520 -0.12703
B -0.43711 -0.95612 -1.21868
H 1.32492 3.19471 -5.44077
H -1.61541 -3.85479 0.73280
H 1.67084 0.16765 2.74576
H 0.59694 0.92132 -0.07481
H -2.36468 1.73989 6.56340
H 5.14730 -2.60189 6.08313
H -4.56961 3.87485 -3.60056
H -2.82032 1.70931 -2.73855
H 4.33464 -0.86428 2.97178
H 3.85057 2.24726 4.57187
H -1.00911 0.84878 -1.60769
H -7.18667 3.51630 -5.68660
H -4.71348 -5.86371 -1.22994
H 1.22812 4.44884 -4.59393
H -6.74263 4.02655 -4.33053
H 0.29279 -1.28207 1.04972
H 4.84172 -3.49006 2.97365
H -0.57366 1.73966 4.20203
H 4.12001 -3.24712 -0.93300
H -1.30306 -5.18775 0.07779
H -3.08447 1.22834 5.32968
H 1.03058 2.38496 -2.55515
H 2.00431 -0.97499 -0.73789
H -1.90662 2.91633 -2.58254
H 5.25944 -3.78187 5.14105
H -4.89337 5.19866 -2.93576
H -2.67159 -4.57613 -1.78971
H -4.00126 3.18125 -6.63469
H 4.90006 -4.68421 2.04479
H 0.81845 2.92779 -1.14797
H -4.31245 4.50460 -5.95717
H 2.40540 1.75925 4.53299
H 5.56021 -1.45700 3.65897
H -5.21999 -7.20975 -0.73513
H 0.41786 2.86794 3.99409
H 4.97314 3.03282 1.81172
H 4.57665 1.69396 2.40570
H -1.23365 -2.68690 -1.35836
H -2.98776 -3.69668 -2.99138
H 4.05609 -1.99987 -0.06857
*
```

Kohn-Sham gap = 8.07 eV
HOMO energy = -8.62 eV

The records above give, respectively, maximum force values of 8.7; 1.2; 1.1; 3.2; 8.8; 14.8; 5.8; 1.7 eV/Å.